Below is a molecular structure, C42H42Cl5N4O2PSn, with properties calculated with ωB97M-V/def2-TZVPD.

* LUMO level: -6.0 eV
* frontier orbital gap: 0.2571 Eh
* F_max: 0.60 eV Å⁻¹
* HOMO energy: -0.476 Eh
* energy relative to the best compared isomer or geometry (same formula, charge and spin): 134.7 kJ/mol
* charge: +2
* energy: -132009.1663 eV

Positions of all 97 atoms, in Å:
1 Sn -0.490 0.870 -1.175
2 Cl -5.434 4.002 -0.647
3 C -4.467 4.066 -2.064
4 C -3.093 3.912 -1.950
5 C -2.278 3.933 -3.064
6 Cl -0.565 3.737 -2.928
7 C -2.853 4.070 -4.329
8 Cl -1.855 4.041 -5.720
9 C -4.233 4.212 -4.458
10 Cl -4.933 4.377 -6.005
11 C -5.045 4.214 -3.319
12 Cl -6.736 4.381 -3.463
13 O -2.645 3.821 -0.631
14 C -1.899 2.894 -0.081
15 C -1.763 3.227 1.337
16 C -2.236 4.456 1.839
17 C -2.142 4.752 3.180
18 C -1.567 3.827 4.046
19 C -1.075 2.624 3.565
20 C -1.170 2.297 2.217
21 P -0.379 0.763 1.591
22 C 1.345 1.060 2.073
23 C 2.142 0.037 2.581
24 C 3.471 0.287 2.892
25 C 4.023 1.543 2.673
26 C 3.239 2.559 2.143
27 C 1.903 2.321 1.851
28 C -0.952 -0.679 2.517
29 C -0.962 -0.758 3.912
30 C -1.397 -1.910 4.546
31 C -1.804 -3.007 3.797
32 C -1.750 -2.962 2.414
33 C -1.312 -1.807 1.782
34 H -2.674 5.175 1.164
35 H -2.506 5.699 3.555
36 H -1.486 4.052 5.101
37 H -0.586 1.954 4.255
38 H 1.727 -0.950 2.754
39 H 4.075 -0.499 3.327
40 H 5.057 1.734 2.930
41 H 3.661 3.541 1.975
42 H 1.298 3.134 1.463
43 H -0.627 0.072 4.517
44 H -1.416 -1.953 5.627
45 H -2.144 -3.905 4.298
46 H -2.036 -3.828 1.831
47 H -1.212 -1.797 0.705
48 C -3.449 0.651 -2.562
49 N -2.710 -0.099 -1.533
50 C -3.529 -0.118 -0.297
51 C -2.495 -1.501 -1.994
52 C -1.803 -1.577 -3.338
53 N -0.469 -0.976 -3.259
54 C -0.141 -0.136 -4.413
55 C 0.552 -2.009 -3.086
56 H -4.289 0.052 -2.928
57 H -2.807 0.915 -3.401
58 H -3.848 1.556 -2.122
59 H -4.544 -0.460 -0.518
60 H -3.584 0.884 0.128
61 H -3.091 -0.788 0.434
62 H -3.469 -2.003 -2.045
63 H -1.902 -2.027 -1.242
64 H -2.394 -1.082 -4.107
65 H -1.746 -2.629 -3.638
66 H -0.055 -0.724 -5.335
67 H 0.810 0.369 -4.242
68 H -0.903 0.630 -4.560
69 H 0.615 -2.646 -3.977
70 H 0.310 -2.628 -2.225
71 H 1.525 -1.554 -2.908
72 C 5.393 -2.920 -0.156
73 N 4.431 -1.817 -0.131
74 N 3.069 -2.050 -0.087
75 C 2.409 -0.885 -0.439
76 O 1.152 -0.780 -0.400
77 C 3.418 0.054 -0.765
78 C 4.629 -0.565 -0.575
79 C 6.009 -0.056 -0.824
80 C 2.541 -3.152 0.652
81 C 1.449 -3.841 0.150
82 C 0.936 -4.912 0.867
83 C 1.508 -5.294 2.072
84 C 2.610 -4.604 2.560
85 C 3.127 -3.528 1.854
86 H 4.852 -3.855 -0.260
87 H 5.979 -2.947 0.760
88 H 6.052 -2.803 -1.013
89 H 3.259 1.075 -1.070
90 H 5.976 1.009 -1.043
91 H 6.469 -0.561 -1.676
92 H 6.651 -0.214 0.043
93 H 1.023 -3.552 -0.797
94 H 0.093 -5.464 0.471
95 H 1.110 -6.138 2.619
96 H 3.070 -4.904 3.492
97 H 3.980 -2.985 2.239